C53H61N3O3SSr as an isolated structure. Source: OMol25; level of theory: wB97M-V/def2-TZVPD.

Results
2S+1 = 1
charge = -2
gap between HOMO and LUMO (spin up / spin down) = 5.58 / 5.58 eV
HOMO (spin up / spin down) = -1.64 / -1.64 eV
max |F| = 0.029 hartree/bohr

Last column: Mulliken charge in e.
Geometry (Å):
Sr -1.73 1.06 0.07  0.74
C 6.40 1.93 0.87  -1.60
C 5.34 1.62 1.94  2.21
C 5.53 2.62 3.09  -1.80
C 5.60 0.22 2.51  -2.12
C 3.96 1.77 1.34  0.10
C 3.27 0.64 0.89  -0.30
C 2.04 0.76 0.25  -0.21
N 1.66 -0.37 -0.53  -0.03
C 1.01 -1.43 -0.28  -0.64
C 1.45 -2.66 -0.94  -1.20
C 1.39 -3.83 -0.30  -0.10
C 0.66 -3.97 0.96  -0.88
C -0.10 -2.96 1.44  -0.92
C -0.23 -1.68 0.65  4.07
O -0.53 -0.64 1.43  -1.22
C -0.74 -2.95 2.83  2.55
C -2.22 -2.52 2.81  -1.55
C 0.07 -2.00 3.76  -1.86
C -0.67 -4.33 3.45  -2.32
C 2.30 -4.97 -0.79  1.98
C 2.10 -5.19 -2.29  -1.75
C 3.75 -4.54 -0.53  -1.87
C 2.04 -6.27 -0.04  -2.16
C 1.48 2.06 0.10  -0.17
O 0.31 2.25 -0.45  0.50
C 2.22 3.21 0.49  -0.42
C 3.47 3.04 1.10  -0.47
C 1.64 4.59 0.18  2.70
C 2.77 5.62 0.17  -2.35
C 0.65 4.98 1.28  -1.54
C 0.93 4.72 -1.20  -1.69
H 7.42 1.85 1.28  0.44
H 6.33 1.21 0.05  0.30
H 6.26 2.93 0.45  0.30
H 6.52 2.51 3.54  0.46
H 5.43 3.64 2.73  0.35
H 4.77 2.47 3.85  0.37
H 6.57 0.21 3.01  0.47
H 4.84 -0.08 3.23  0.40
H 5.61 -0.53 1.72  0.37
H 3.73 -0.34 0.97  0.10
H 2.12 -2.52 -1.78  0.83
H 0.78 -4.89 1.49  0.53
H -2.34 -1.50 2.41  -0.11
H -2.82 -3.21 2.20  0.26
H -2.63 -2.57 3.81  0.65
H 0.06 -0.99 3.38  0.25
H -0.37 -2.02 4.77  0.49
H 1.11 -2.34 3.83  0.29
H -1.16 -5.10 2.83  0.43
H 0.37 -4.67 3.57  0.36
H -1.13 -4.34 4.43  0.41
H 2.29 -4.28 -2.85  0.37
H 2.79 -5.96 -2.66  0.47
H 1.08 -5.50 -2.52  0.35
H 4.02 -3.66 -1.10  0.37
H 3.91 -4.34 0.53  0.33
H 4.43 -5.36 -0.81  0.49
H 0.99 -6.57 -0.10  0.38
H 2.66 -7.07 -0.46  0.42
H 2.28 -6.15 1.01  0.45
H 4.05 3.89 1.37  0.38
H 3.24 5.71 1.14  0.34
H 3.52 5.32 -0.57  0.43
H 2.35 6.59 -0.12  0.48
H 1.14 4.95 2.26  0.26
H 0.24 5.99 1.13  0.43
H -0.21 4.29 1.30  0.13
H 1.55 4.32 -1.99  0.36
H -0.01 4.18 -1.23  0.03
H 0.73 5.78 -1.38  0.49
C -5.34 -1.76 -1.01  -0.93
C -5.92 -1.96 0.23  -0.57
C -5.59 -1.13 1.29  -0.67
C -4.74 -0.05 1.08  0.44
N -4.16 0.10 -0.12  0.28
C -4.44 -0.72 -1.13  -0.15
C -4.43 0.98 2.14  0.97
C -5.39 1.21 3.15  -1.01
C -5.14 2.17 4.13  -0.51
C -3.93 2.86 4.14  -0.75
C -3.01 2.63 3.13  -0.78
C -3.24 1.70 2.10  0.45
H -5.53 -2.42 -1.83  0.47
H -6.61 -2.79 0.38  0.32
H -6.01 -1.33 2.27  0.44
H -3.91 -0.52 -2.05  0.19
H -6.36 0.74 3.18  0.37
H -5.89 2.37 4.88  0.34
H -3.73 3.59 4.92  0.39
H -2.10 3.22 3.15  0.30
S -2.50 1.02 -5.55  -0.59
C -1.57 -0.44 -5.50  0.98
C -1.19 -1.29 -6.53  -0.88
C -0.40 -2.38 -6.22  -0.45
C 0.02 -2.59 -4.90  -0.69
C -0.37 -1.73 -3.88  0.15
C -1.18 -0.64 -4.17  -1.40
N -1.64 0.29 -3.25  0.77
C -2.33 1.22 -3.81  -0.22
C -2.96 2.40 -3.21  0.16
C -3.69 3.29 -4.04  -1.15
C -4.26 4.42 -3.46  -0.71
C -4.12 4.65 -2.09  -0.84
C -3.39 3.76 -1.32  -0.94
C -2.78 2.60 -1.85  1.73
H -1.47 -1.10 -7.56  0.38
H -0.09 -3.08 -7.00  0.35
H 0.66 -3.44 -4.68  0.29
H -0.02 -1.92 -2.88  0.66
H -3.82 3.18 -5.11  0.32
H -4.86 5.11 -4.05  0.32
H -4.58 5.52 -1.63  0.40
H -3.31 3.97 -0.25  0.28
O 1.12 1.43 -2.91  -0.75
H 1.54 0.73 -2.38  0.40
H 0.58 1.89 -2.23  -0.02
C -1.37 -2.05 -0.44  -0.28
H -2.32 -2.11 0.09  -0.09
H -1.18 -2.99 -0.97  0.55
H -1.42 -1.28 -1.22  -0.90



An isolated ion of composition C23H38ClN2O3 and charge -1. Source: OMol25; level of theory: wB97M-V/def2-TZVPD.

Results
2S+1 = 1
charge = -1
gap between HOMO and LUMO = 7.22 eV
HOMO = -4.36 eV
max |F| = 0.080 hartree/bohr
SMILES = C[C@@H](Cl)CN(CCCCCCCCCCCCn1cccc1)[C@@H](CC=O)C(=O)[O-]

Last column: Mulliken charge in e.
Geometry (Å):
C 0.17 -2.63 3.86  -1.37
C -0.47 -1.93 2.57  0.48
Cl 0.88 -1.73 1.38  -0.11
C -1.70 -2.76 2.05  -1.20
N -2.37 -2.26 0.83  0.27
C -2.47 -0.80 0.81  -0.32
C -3.75 -0.26 0.01  -0.83
C -3.45 1.06 -0.80  0.91
C -3.88 2.40 -0.04  -0.95
C -2.77 3.49 -0.43  -0.74
C -1.52 3.20 0.50  -0.03
C -0.13 3.52 -0.16  -0.99
C 0.33 2.46 -1.24  -0.28
C 1.55 1.58 -0.71  -0.59
C 2.13 0.61 -1.81  -0.50
C 3.09 -0.47 -1.17  -0.39
C 4.60 -0.29 -1.71  -0.93
N 5.30 0.57 -0.73  0.25
C 6.28 0.08 0.15  -0.40
C 6.74 1.16 1.02  -0.45
C 6.01 2.40 0.60  -0.68
C 5.16 1.92 -0.48  -0.20
C -1.79 -2.88 -0.39  0.54
C -2.76 -4.10 -0.80  -0.87
C -4.11 -3.66 -1.44  -0.07
O -4.19 -3.68 -2.65  -0.47
C -1.43 -1.91 -1.57  -0.11
O -0.21 -1.58 -1.68  -0.55
O -2.28 -1.40 -2.41  -0.72
H 0.93 -1.92 4.29  0.36
H 0.75 -3.55 3.59  0.32
H -0.62 -2.81 4.63  0.35
H -0.74 -0.89 2.92  0.22
H -2.48 -2.70 2.88  0.36
H -1.44 -3.86 2.00  0.40
H -2.68 -0.48 1.88  0.49
H -1.53 -0.25 0.53  -0.08
H -4.55 0.00 0.77  0.53
H -4.18 -1.01 -0.68  -0.26
H -4.00 1.03 -1.77  0.49
H -2.35 1.11 -1.02  -0.97
H -4.91 2.76 -0.35  0.39
H -3.92 2.21 1.07  0.34
H -3.19 4.52 -0.33  0.41
H -2.46 3.25 -1.49  0.28
H -1.61 3.86 1.41  0.37
H -1.53 2.15 0.89  -0.15
H -0.07 4.54 -0.63  0.26
H 0.64 3.48 0.68  0.42
H -0.46 1.73 -1.55  0.17
H 0.66 2.99 -2.18  0.38
H 1.28 1.07 0.25  0.11
H 2.37 2.32 -0.47  0.14
H 2.73 1.24 -2.53  0.41
H 1.28 0.15 -2.39  0.38
H 3.07 -0.32 -0.05  0.29
H 2.73 -1.52 -1.37  0.35
H 4.55 0.14 -2.74  0.37
H 5.05 -1.32 -1.67  0.34
H 6.65 -0.97 0.19  0.27
H 7.49 1.08 1.84  0.34
H 6.09 3.42 1.02  0.36
H 4.49 2.60 -1.04  0.41
H -0.83 -3.39 -0.09  0.40
H -2.96 -4.63 0.19  0.33
H -2.18 -4.84 -1.41  0.39
H -5.02 -3.30 -0.87  0.35



C47H56BN7O5PSSbTeTi as an isolated structure. Source: OMol25; level of theory: wB97M-V/def2-TZVPD.

Results
2S+1 = 1
charge = +2
energy above the lowest of the compared OMol25 structures with the same formula, charge and spin = 156.9 kJ/mol
gap between HOMO and LUMO = 5.72 eV
HOMO = -11.96 eV
max |F| = 0.062 hartree/bohr

Last column: Mulliken charge in e.
Geometry (Å):
Ti -0.18 0.58 -1.08  0.37
C 2.73 0.54 -3.41  -1.08
C 2.66 1.48 -2.24  0.76
C 3.85 1.94 -1.69  -1.08
C 3.83 2.89 -0.68  -1.09
C 2.61 3.43 -0.35  -0.71
C 1.44 2.95 -0.94  0.11
N 1.45 1.92 -1.81  0.57
Sb -0.06 4.57 -0.94  0.50
C -1.18 4.23 0.88  0.23
C -1.42 5.27 1.77  -0.96
C -2.27 5.01 2.84  -0.52
C -2.79 3.74 2.98  -1.13
C -2.46 2.76 2.05  0.02
C -2.97 1.36 2.20  -0.16
N -1.67 3.01 1.01  0.64
C -1.78 3.94 -2.13  -0.54
C -2.10 4.67 -3.27  -0.56
C -3.36 4.49 -3.83  -0.63
C -4.28 3.72 -3.14  -0.99
C -3.89 3.08 -1.96  0.34
C -4.87 2.39 -1.07  -0.42
N -2.63 3.14 -1.53  0.77
H 2.24 0.99 -4.27  0.13
H 2.26 -0.42 -3.18  0.19
H 3.77 0.36 -3.67  0.55
H 4.80 1.57 -2.07  0.51
H 4.75 3.25 -0.23  0.51
H 2.54 4.26 0.35  0.52
H -0.98 6.24 1.61  0.53
H -2.51 5.79 3.55  0.47
H -3.46 3.51 3.80  0.56
H -3.01 1.06 3.24  0.46
H -2.33 0.69 1.63  -0.51
H -3.98 1.31 1.80  0.18
H -1.38 5.35 -3.70  0.60
H -3.62 4.99 -4.75  0.48
H -5.29 3.65 -3.50  0.55
H -5.84 2.29 -1.55  0.50
H -4.48 1.43 -0.77  -0.43
H -5.00 2.99 -0.17  0.41
N 0.29 -2.52 -4.08  0.13
C 0.50 -3.35 -3.00  0.63
C 0.83 -4.69 -2.93  -1.08
C 0.94 -5.23 -1.66  -1.02
C 0.67 -4.47 -0.52  -0.76
C 0.31 -3.14 -0.59  0.57
C 0.28 -2.55 -1.86  -0.85
N -0.02 -1.27 -2.27  1.49
C -0.02 -1.30 -3.60  -0.90
C -0.25 -0.10 -4.35  -0.80
C -0.29 0.08 -5.71  -0.56
S -0.51 1.73 -6.09  -0.15
C -0.55 2.07 -4.41  -0.69
N -0.42 1.05 -3.62  1.22
H 0.33 -2.80 -5.05  0.29
H 0.98 -5.28 -3.82  0.54
H 1.22 -6.27 -1.55  0.48
H 0.72 -4.95 0.45  0.63
H 0.03 -2.57 0.28  0.15
H -0.18 -0.65 -6.48  0.53
H -0.71 3.07 -4.05  0.36
C -4.83 -0.36 -3.25  -1.08
C -3.32 -0.24 -3.41  -0.67
O -2.64 0.09 -2.20  0.77
P -2.62 -0.99 -0.97  -0.77
O -1.41 -0.37 -0.19  -0.27
Te -2.86 -3.23 -1.62  -0.15
O -3.89 -0.50 -0.12  0.47
C -4.60 -1.32 0.81  -0.35
C -6.04 -0.84 0.90  -1.28
H -5.25 -0.77 -4.17  0.51
H -5.27 0.60 -3.04  0.19
H -5.06 -1.05 -2.44  0.13
H -3.07 0.57 -4.10  0.26
H -2.92 -1.19 -3.79  0.39
H -4.11 -1.25 1.78  0.20
H -4.57 -2.37 0.47  0.43
H -6.09 0.14 1.36  0.29
H -6.61 -1.54 1.50  0.49
H -6.49 -0.78 -0.09  0.26
C -0.32 1.94 4.61  -1.61
C 0.95 1.59 3.83  2.20
C 1.36 0.14 4.11  -1.73
C 2.08 2.55 4.22  -1.77
C 0.70 1.70 2.41  -0.85
N 0.52 1.75 1.27  0.06
H -0.11 1.86 5.67  0.53
H -1.12 1.25 4.36  0.22
H -0.65 2.95 4.39  0.33
H 1.44 -0.01 5.18  0.59
H 2.31 -0.08 3.65  0.38
H 0.61 -0.55 3.71  0.28
H 2.28 2.45 5.28  0.42
H 1.80 3.58 4.02  0.42
H 2.99 2.33 3.67  0.37
C 4.38 -3.68 4.54  -1.88
C 4.69 -4.21 3.13  1.96
C 6.22 -4.33 3.01  -1.86
C 4.04 -5.58 2.95  -1.65
C 4.14 -3.30 2.06  0.47
C 4.73 -3.26 0.79  0.04
C 4.26 -2.46 -0.24  -1.74
C 3.14 -1.71 0.03  0.50
O 2.43 -0.86 -0.78  -0.10
B 1.35 -0.40 -0.03  2.47
O 1.41 -0.94 1.24  -0.51
C 2.52 -1.75 1.28  -0.37
C 3.00 -2.53 2.30  -1.09
H 4.96 -4.24 5.27  0.48
H 3.33 -3.78 4.80  0.33
H 4.67 -2.63 4.63  0.42
H 6.61 -4.84 3.88  0.46
H 6.67 -3.34 2.96  0.43
H 6.51 -4.90 2.14  0.38
H 4.41 -6.28 3.70  0.44
H 4.26 -5.98 1.96  0.36
H 2.96 -5.51 3.05  0.35
H 5.60 -3.86 0.61  0.37
H 4.73 -2.43 -1.20  0.63
H 2.50 -2.55 3.26  0.57